Entry 1:
{"formula": "C22H27AuO4S", "method": "wB97M-V/def2-TZVPD", "total_charge": -2, "lumo_energy_ev": [4.19, 4.18], "homo_energy_ev": [2.925, -0.955], "s2": 2.01, "multiplicity": 3, "symbols": ["Au", "C", "C", "C", "H", "C", "C", "H", "H", "H", "H", "C", "C", "C", "H", "C", "C", "H", "H", "H", "H", "O", "C", "C", "C", "C", "C", "H", "H", "H", "H", "H", "H", "H", "H", "H", "H", "C", "C", "C", "C", "C", "C", "C", "S", "O", "O", "O", "H", "H", "H", "H", "H", "H", "H"], "positions_angstrom": [[0.215, 0.922, -0.524], [2.233, 0.639, 0.654], [2.270, -0.278, -0.449], [2.364, 0.479, -1.656], [2.376, -1.358, -0.387], [2.254, 1.866, -1.321], [2.206, 1.976, 0.118], [2.239, 2.897, 0.704], [2.338, 0.369, 1.702], [2.602, 0.064, -2.629], [2.314, 2.693, -2.029], [-2.076, 0.511, 0.201], [-1.673, 1.819, 0.623], [-1.420, 2.603, -0.559], [-1.669, 2.177, 1.653], [-1.647, 1.756, -1.705], [-2.033, 0.462, -1.227], [-2.374, -0.362, -1.838], [-2.472, -0.264, 0.845], [-1.179, 3.664, -0.592], [-1.643, 2.065, -2.746], [-0.065, -0.724, -2.950], [-0.129, -0.363, -4.366], [0.563, -1.684, -4.784], [0.655, 0.891, -4.649], [-1.564, -0.275, -4.843], [0.535, -2.002, -3.291], [1.568, -1.545, -5.192], [-0.062, -2.342, -5.394], [-0.139, -2.821, -3.021], [1.525, -2.098, -2.831], [0.607, 1.099, -5.724], [1.702, 0.770, -4.356], [0.226, 1.738, -4.100], [-1.580, -0.410, -5.931], [-1.976, 0.710, -4.604], [-2.178, -1.057, -4.382], [-0.494, 0.518, 7.186], [-0.427, -0.103, 5.815], [-0.764, -1.456, 5.685], [-0.700, -2.106, 4.451], [-0.213, -1.422, 3.336], [0.043, -0.049, 3.427], [-0.052, 0.608, 4.656], [0.154, -2.288, 1.783], [1.600, -2.150, 1.648], [-0.338, -3.634, 2.023], [-0.579, -1.518, 0.759], [-1.498, 0.420, 7.632], [0.197, -0.001, 7.868], [-0.228, 1.579, 7.152], [-1.088, -2.015, 6.567], [-1.015, -3.140, 4.356], [0.310, 0.491, 2.519], [0.179, 1.679, 4.720]], "atomic_forces_ev_per_a": [[0.08, -0.15, -0.11], [0.78, 0.84, -0.07], [0.72, 0.30, -0.46], [0.98, 0.73, 0.34], [-0.24, 0.39, 0.18], [1.05, -0.73, -0.55], [0.59, -0.90, 0.54], [-0.20, -0.34, -0.27], [-0.28, 0.01, -0.36], [-0.44, 0.15, 0.19], [-0.16, -0.27, 0.25], [-0.58, 1.37, 0.43], [-1.65, 0.00, -0.09], [-0.34, -0.45, 0.23], [0.13, -0.12, -0.36], [-1.08, -0.47, 0.20], [-0.63, 1.19, -0.28], [0.34, 0.07, 0.09], [0.44, 0.11, -0.15], [0.12, -0.34, 0.02], [0.22, -0.08, 0.29], [0.28, -0.64, -0.77], [-0.08, -0.28, 0.03], [-0.18, 0.29, 0.23], [0.01, 0.10, -0.30], [0.12, 0.14, -0.20], [-0.10, 0.21, 0.26], [-0.25, -0.13, -0.14], [0.29, 0.15, -0.09], [0.31, 0.00, 0.18], [-0.25, -0.21, 0.16], [0.04, 0.04, 0.14], [-0.14, 0.10, -0.11], [0.11, -0.07, -0.08], [-0.08, 0.09, 0.13], [-0.18, -0.12, -0.02], [0.08, 0.09, -0.09], [0.01, 0.07, 0.19], [-0.02, -0.27, -0.53], [-0.08, 0.16, -0.31], [0.30, 0.34, 0.09], [-0.13, 0.17, 0.08], [-0.03, -0.20, 0.21], [-0.17, -0.30, 0.34], [-0.53, 0.96, -0.35], [-0.27, -0.45, 0.36], [0.10, -0.10, -0.14], [0.69, -1.37, 0.93], [0.26, 0.10, -0.21], [-0.10, 0.23, -0.14], [-0.04, -0.13, 0.09], [0.03, 0.16, -0.18], [0.25, 0.05, -0.08], [0.03, -0.09, 0.23], [-0.11, -0.39, 0.00]]}

***

Entry 2:
{"formula": "C22H27BrOV", "method": "wB97M-V/def2-TZVPD", "total_charge": -2, "lumo_energy_ev": [4.83, 4.81], "homo_energy_ev": [-0.654, -0.653], "s2": 3.76, "multiplicity": 4, "symbols": ["C", "C", "C", "H", "C", "C", "H", "H", "H", "H", "V", "Br", "C", "C", "C", "H", "C", "C", "H", "H", "H", "H", "C", "C", "C", "C", "C", "C", "C", "C", "C", "C", "C", "C", "O", "H", "H", "H", "H", "H", "H", "H", "H", "H", "H", "H", "H", "H", "H", "H", "H", "H"], "positions_angstrom": [[-2.555, -0.865, -3.625], [-2.166, -1.394, -2.354], [-2.338, -0.397, -1.366], [-1.679, -2.337, -2.171], [-2.842, 0.778, -1.999], [-2.986, 0.487, -3.402], [-3.409, 1.160, -4.154], [-2.421, -1.389, -4.577], [-2.095, -0.516, -0.309], [-3.045, 1.734, -1.503], [-1.042, 0.231, -2.841], [0.909, -1.351, -2.016], [1.469, 0.606, -4.688], [0.442, 1.409, -5.253], [-0.565, 0.533, -5.759], [0.435, 2.497, -5.305], [-0.160, -0.799, -5.506], [1.102, -0.761, -4.856], [1.704, -1.622, -4.582], [2.386, 0.959, -4.222], [-1.475, 0.840, -6.276], [-0.695, -1.708, -5.782], [2.694, -1.498, 0.806], [3.101, -0.211, 1.523], [3.201, 1.032, 0.626], [2.130, -0.124, 2.657], [2.492, -0.430, 3.951], [1.560, -0.495, 4.975], [0.267, -0.033, 4.729], [-0.130, 0.326, 3.464], [-1.558, 0.660, 3.157], [-2.352, -0.613, 3.430], [-2.033, 1.843, 3.983], [0.744, 0.097, 2.327], [0.274, 0.090, 1.154], [1.647, -1.413, 0.496], [2.733, -2.338, 1.513], [3.250, -1.686, -0.110], [4.102, -0.364, 1.926], [2.233, 1.383, 0.251], [3.661, 1.855, 1.182], [3.827, 0.791, -0.241], [3.535, -0.664, 4.167], [1.814, -0.834, 5.974], [-0.483, 0.059, 5.511], [-1.601, 0.960, 2.100], [-2.376, -0.825, 4.520], [-3.358, -0.511, 2.974], [-1.861, -1.472, 2.936], [-1.325, 2.679, 3.904], [-3.050, 2.079, 3.620], [-2.114, 1.561, 5.040]], "atomic_forces_ev_per_a": [[-1.60, -0.73, 0.25], [-1.47, -0.74, -0.02], [-1.19, -0.22, 1.01], [-0.08, 0.00, -0.11], [-1.22, 0.06, 0.16], [-1.76, 0.03, -0.24], [0.42, -0.25, 0.31], [-0.27, 0.50, 0.59], [0.21, 0.20, -0.40], [0.05, -0.49, -0.30], [7.06, 0.85, -1.72], [-0.21, 0.15, 0.63], [-0.15, -0.73, -0.39], [-0.42, -0.33, 0.37], [0.00, 0.34, 0.18], [-0.02, -0.21, -0.02], [0.76, 0.12, -0.03], [0.09, 0.88, -1.10], [-0.30, 0.32, 0.03], [-0.26, -0.06, -0.02], [0.17, -0.05, 0.18], [0.15, 0.27, 0.04], [-0.47, -0.06, -0.35], [-0.05, -0.38, -0.17], [-0.26, -0.14, -0.10], [-0.20, 0.65, -0.01], [0.15, -0.20, -0.07], [-0.32, 0.30, 0.94], [0.03, 0.11, -0.13], [0.69, -0.26, -0.72], [0.76, 0.02, 0.26], [-0.56, -0.16, -0.65], [-0.63, -0.25, 0.05], [-0.53, 0.18, 0.59], [0.07, 0.46, -0.11], [0.38, 0.02, 0.09], [0.35, 0.03, -0.18], [0.30, -0.19, 0.01], [0.29, -0.01, 0.28], [0.09, -0.32, 0.13], [0.06, -0.02, 0.00], [-0.02, 0.13, 0.03], [-0.04, -0.07, -0.08], [0.21, 0.10, -0.01], [0.20, -0.20, 0.30], [-0.01, -0.43, 0.17], [-0.26, 0.14, -0.61], [0.10, -0.25, 0.59], [-0.18, 0.40, 0.18], [-0.43, -0.08, -0.11], [0.31, 0.47, 0.30], [0.01, 0.13, -0.02]]}

***

Entry 3:
{"formula": "C22H27Cl2MnN5O8S2", "method": "wB97M-V/def2-TZVPD", "total_charge": -2, "lumo_energy_ev": [4.09, 4.09], "homo_energy_ev": [-1.852, -1.850], "s2": 1.16, "multiplicity": 2, "relative_energy_kcal_mol": 0.0, "symbols": ["Mn", "N", "C", "S", "N", "N", "C", "C", "C", "C", "C", "C", "C", "O", "H", "H", "H", "H", "H", "H", "H", "C", "C", "C", "C", "Cl", "C", "C", "C", "O", "C", "C", "O", "O", "H", "H", "H", "H", "H", "H", "H", "H", "C", "C", "N", "C", "S", "N", "C", "C", "H", "H", "H", "H", "H", "H", "H", "H", "H", "H", "H", "H", "O", "Cl", "O", "O", "O"], "positions_angstrom": [[0.048, 0.822, -0.155], [1.392, -0.231, 3.996], [0.988, -0.182, 2.670], [1.907, 0.802, 1.603], [0.001, -0.970, 2.376], [-0.555, -0.852, 1.137], [-1.449, -1.746, 0.905], [-2.311, -1.858, -0.241], [-3.131, -2.989, -0.327], [-3.965, -3.217, -1.403], [-3.985, -2.290, -2.445], [-3.212, -1.152, -2.378], [-2.372, -0.872, -1.271], [-1.696, 0.226, -1.235], [1.907, 0.596, 4.250], [0.604, -0.397, 4.607], [-1.566, -2.509, 1.677], [-3.098, -3.707, 0.487], [-4.595, -4.098, -1.438], [-4.607, -2.474, -3.315], [-3.226, -0.431, -3.187], [0.175, -4.498, -5.081], [0.297, -4.355, -3.590], [0.325, -5.458, -2.756], [0.403, -5.285, -1.382], [0.430, -6.694, -0.347], [0.466, -4.023, -0.828], [0.447, -2.912, -1.658], [0.370, -3.064, -3.038], [0.331, -2.055, -3.927], [0.442, -0.714, -3.446], [1.775, -0.407, -2.684], [2.824, -0.729, -3.244], [1.639, 0.184, -1.570], [0.143, -5.548, -5.374], [1.011, -4.002, -5.575], [-0.740, -4.010, -5.424], [0.277, -6.455, -3.175], [0.521, -3.883, 0.244], [0.506, -1.929, -1.209], [-0.406, -0.458, -2.812], [0.421, -0.100, -4.347], [-0.479, 5.048, -5.650], [-0.877, 4.745, -4.216], [-0.551, 3.358, -3.874], [-0.835, 2.995, -2.548], [0.345, 3.045, -1.372], [-2.100, 2.696, -2.254], [-3.128, 2.389, -3.227], [-4.307, 3.357, -3.126], [-0.736, 6.077, -5.904], [-0.989, 4.374, -6.340], [0.597, 4.919, -5.782], [-1.951, 4.889, -4.087], [-0.371, 5.439, -3.532], [0.440, 3.202, -4.009], [-2.201, 2.269, -1.337], [-3.483, 1.374, -3.048], [-2.683, 2.432, -4.221], [-4.769, 3.277, -2.142], [-5.058, 3.122, -3.883], [-3.980, 4.388, -3.267], [-3.129, 2.035, 2.643], [-1.774, 2.500, 2.540], [-0.959, 1.879, 3.540], [-1.738, 3.928, 2.699], [-1.277, 2.183, 1.211]], "atomic_forces_ev_per_a": [[-0.25, -1.11, 0.81], [0.08, -0.03, 0.15], [0.11, -0.07, -0.41], [-0.53, 0.43, -0.71], [-0.23, -0.27, 0.78], [0.50, 0.62, -0.96], [0.16, 0.09, 0.32], [-0.23, 0.07, -0.48], [0.10, 0.10, 0.07], [-0.15, -0.11, -0.06], [0.04, -0.05, 0.07], [-0.01, 0.05, 0.02], [0.02, -0.30, 0.27], [0.75, 0.70, 0.07], [-0.02, 0.03, -0.02], [0.01, -0.06, -0.02], [-0.09, 0.07, 0.06], [0.04, -0.01, -0.01], [0.06, -0.02, 0.00], [-0.01, 0.05, 0.00], [0.07, -0.19, -0.02], [-0.01, 0.08, 0.11], [-0.01, -0.02, -0.16], [-0.04, 0.09, 0.07], [0.06, 0.13, -0.04], [-0.01, -0.14, 0.09], [-0.04, -0.05, -0.04], [0.07, 0.16, -0.06], [-0.08, -0.24, 0.19], [0.10, 0.03, -0.20], [0.26, 0.14, 0.35], [-0.42, -0.03, -0.23], [0.02, 0.00, 0.04], [-0.47, 0.04, 0.38], [0.04, -0.01, 0.01], [-0.03, -0.02, -0.07], [0.03, 0.01, -0.07], [-0.01, -0.01, 0.00], [0.02, -0.03, 0.01], [0.01, 0.00, -0.01], [-0.05, -0.08, -0.05], [0.00, 0.00, 0.02], [-0.05, -0.08, 0.11], [-0.16, 0.04, -0.08], [0.13, 0.05, -0.12], [-0.48, 0.16, 0.42], [0.49, -0.46, -0.11], [0.34, -0.03, -0.34], [-0.28, 0.23, -0.07], [0.12, -0.10, 0.04], [0.03, 0.01, -0.03], [0.00, 0.00, -0.02], [0.01, 0.02, -0.03], [0.02, -0.01, 0.00], [-0.03, -0.01, 0.02], [0.06, 0.08, 0.08], [-0.09, 0.07, 0.06], [0.10, 0.15, 0.03], [0.04, -0.06, 0.02], [-0.04, 0.05, -0.01], [-0.02, -0.01, 0.01], [-0.03, 0.02, 0.01], [-0.28, -0.13, 0.01], [-0.17, 0.17, 0.21], [0.18, -0.16, 0.15], [0.00, 0.26, -0.01], [0.25, -0.31, -0.60]]}